Record 1
A structure of composition C29H36BCl7F18KLiN4NaO7 at a distorted geometry. Source: OMol25; level of theory: ωB97M-V/def2-TZVPD.

Positions of all 105 atoms, in Å:
O1 3.3589 1.5664 2.8325
H1 4.7348 -1.5374 4.5007
C1 -1.5091 0.0900 0.4897
C2 0.0333 0.7600 -2.6250
F1 -3.6770 -5.1950 -0.9823
F2 -0.5214 -1.2040 -4.8919
B1 3.3092 0.6957 -0.4491
N1 -5.1946 1.0052 -2.5237
C3 -0.5850 -2.5005 -2.8412
Cl1 5.3359 -3.7964 -4.8469
Cl2 -8.8092 0.5189 -3.1683
Cl3 5.9047 -3.9638 -2.0195
O2 -4.2740 -0.5104 -8.4458
H2 -2.8129 3.9934 0.5671
C4 -5.4161 2.3458 -1.9176
N2 -4.1631 3.8071 3.6283
H3 8.0831 -1.4008 6.6074
F3 -4.2007 -3.3226 -2.5889
H4 -9.1979 -1.7424 -3.6188
H5 -0.9832 0.6464 -2.9906
H6 -6.2193 2.2554 -1.1982
H7 4.4399 -1.8903 1.4559
H8 0.6693 1.8395 -0.9112
H9 9.1583 0.8303 6.7837
F4 2.1688 0.6962 0.4651
H10 -1.7677 3.4464 5.6162
C5 0.9073 -0.3611 -3.1862
C6 -3.8811 2.2308 0.1156
C7 -3.2379 -0.5117 -7.7482
C8 -2.5998 -4.6726 -1.5693
C9 -2.2112 2.7138 4.9407
Cl4 5.1157 -1.4411 -3.1291
C10 0.1193 0.9401 -1.1044
H11 -4.7564 2.4120 0.7287
F5 2.9335 1.3249 -1.6271
C11 -1.2953 2.5010 0.3523
O3 -2.7541 0.3800 -7.0249
H12 -4.3941 3.9371 -0.9964
H13 10.4236 1.7437 4.8536
H14 -3.1320 0.7617 5.0311
Na1 1.9459 3.2120 0.8276
C12 -3.7827 1.8608 6.7579
F6 6.2376 -1.7871 3.2060
H15 -0.7997 3.3147 -0.1671
F7 -3.1064 -2.4306 -0.9798
O4 7.9425 0.8302 5.1619
Cl5 3.1833 -3.5116 -2.9504
C13 0.2164 -1.5967 -3.8313
C14 3.9899 -1.7521 2.4399
H16 -4.0934 0.9753 7.3107
F8 1.5680 0.1854 -4.2546
H17 -2.0212 1.1399 -1.2366
H18 -3.7679 1.1541 0.0613
H19 -4.6729 2.2800 6.2869
C15 -1.2779 1.1750 -0.4560
Cl6 -8.8211 -0.8254 -5.7388
C16 -2.0900 -2.5898 -3.1191
F9 1.8274 -0.7874 -2.3278
H20 -5.4003 0.2763 -1.8534
F10 -1.6296 -4.6182 -0.6621
H21 -3.3208 2.9034 -1.9007
H22 11.2534 0.3151 5.4924
H23 -5.7723 3.0018 -2.7030
H24 10.2879 0.2081 4.0095
C17 5.0001 -1.3041 3.4684
C18 9.1073 0.3289 5.8166
C19 4.8979 -3.1809 -3.2492
H25 7.8792 0.3989 4.3032
C20 -2.7180 2.9445 0.8140
C21 -2.7215 1.4976 5.7251
H26 -3.4002 2.5890 7.4750
Li1 -5.1727 -1.7639 -9.4273
H27 -2.8451 2.8749 1.8796
H28 -1.8759 1.0270 6.2276
C22 -0.4339 2.2598 1.5867
F11 4.3614 1.3656 0.1376
H29 -1.7654 -1.4284 -7.1763
H30 0.6192 0.1331 -0.5953
O5 5.0051 0.1050 3.2909
F12 -2.2520 -5.4393 -2.5952
C23 -4.1803 2.8985 -1.2296
N3 0.1918 1.9356 2.5279
H31 -1.4472 2.4095 4.2240
Cl7 -6.8658 -1.5668 -3.7228
C24 -3.3045 3.3366 4.2168
F13 -2.5852 -1.3377 -3.3138
O6 3.0956 -0.6287 2.4053
O7 -2.4920 -1.6839 -7.7650
F14 3.6427 -0.6309 -0.6840
K1 -3.5959 0.1639 -4.9251
N4 -1.6515 -0.7844 1.2404
F15 -0.4607 -2.0377 -1.5796
C25 8.9770 -1.1726 6.0255
C26 10.3455 0.6665 5.0003
F16 1.2655 -2.2672 -4.3198
H32 0.3983 1.6683 -3.0813
H33 -4.1939 0.9679 -2.6752
F17 -2.2564 -3.2451 -4.2662
C27 -8.5170 -0.9993 -4.0106
H34 8.8783 -1.6856 5.0649
C28 3.7782 0.4498 2.8397
H35 3.4661 -2.6605 2.7246
F18 -0.0440 -3.7145 -2.8362
C29 -2.9736 -3.2365 -2.0260
H36 9.8448 -1.5781 6.5473

Summary:
LUMO level: -3.4 eV
Spin multiplicity: 1
E_tot: -209147.761 eV
Gap between HOMO and LUMO: 7.50 eV
Net charge: +1
HOMO level: -10.9 eV

Record 2
A structure of composition C35H40N7O4S2SbSe4Ti at a distorted geometry. Source: OMol25; level of theory: ωB97M-V/def2-TZVPD.

Positions of all 94 atoms, in Å:
C1 0.1517 -6.0251 -3.0496
H1 -0.5243 5.7120 0.1003
H2 3.9787 -3.4673 -3.4627
C2 4.3024 -1.6859 0.6802
H3 5.0879 -2.0571 0.0364
C3 2.8959 -2.7214 -1.0220
H4 3.4635 -3.2735 -5.2422
Se1 1.3810 1.1810 -1.4399
C4 -0.5292 5.4228 2.7806
C5 0.7152 3.4475 2.4548
H5 1.8506 1.9524 5.1157
H6 -1.5466 -4.5027 1.7974
H7 -1.2554 4.1296 0.2031
C6 1.3329 3.5901 3.7117
C7 0.5942 -5.9030 -4.3377
H8 3.0323 3.3508 4.9970
C8 2.0282 -4.0289 -3.7782
H9 -0.2573 7.7869 4.5091
H10 -3.4335 -2.0114 -2.6836
C9 -1.5685 -1.1644 2.5820
C10 1.4661 -4.0147 -2.4494
H11 2.7928 2.1508 3.5562
N1 -3.6939 -1.1141 -2.9581
H12 -1.6129 6.6946 5.0046
Se2 -0.2912 -0.4824 -2.2737
C11 3.3367 -1.0270 2.8405
C12 -0.3626 4.6963 0.4228
H13 -0.5780 2.0598 -3.7951
Sb1 -2.2432 0.4452 -8.0757
N2 1.6769 -2.9953 -1.6078
H14 -0.0652 6.7830 5.9137
C13 -4.2283 -1.7599 3.2192
C14 2.3288 2.6912 4.4300
H15 -4.1251 1.5596 -2.9466
H16 -1.4263 0.7829 4.9163
H17 -5.3307 -1.8783 3.4494
C15 -0.0168 4.5516 1.8846
H18 -0.9632 4.9999 -6.4936
C16 -0.5402 6.8284 4.9644
C17 -1.0759 -3.5483 1.9023
H19 1.9632 -4.8447 -5.7430
H20 -1.3961 6.0423 2.4733
H21 0.5174 4.3931 -0.2415
Se3 -0.0289 1.6484 -8.7551
H22 0.3895 -6.2385 -0.2352
H23 -4.3872 0.3026 3.6976
H24 5.4469 -0.8423 2.2518
C18 -0.6225 3.5710 -5.2349
C19 2.0660 -1.1967 2.2668
Ti1 0.4407 -0.1524 0.2625
C20 -3.1236 -0.1306 -2.2665
S1 -2.0635 -0.5133 -0.7527
C21 0.7147 2.1368 1.6809
O1 1.6643 1.2925 1.8246
C22 -2.3340 -0.2397 3.2791
C23 0.5714 -5.0983 -2.0679
Se4 -1.7586 -1.0205 -5.9727
H25 -0.7287 -4.8355 -0.4134
H26 3.0065 -2.1072 -4.0919
C24 -1.6807 0.9875 3.8728
H27 -0.2013 -3.6005 2.6194
O2 -0.2931 1.6977 0.9847
H28 -1.7972 1.8896 -5.0680
H29 -0.6993 1.2959 3.4933
H30 0.9574 -4.5451 -0.1149
H31 -0.7962 -3.3274 0.9481
H32 0.1729 -6.5482 -5.1207
C25 0.7993 -0.9170 3.0114
C26 1.5553 -4.9577 -4.6918
H33 -2.6982 1.8928 -2.2089
N3 1.9506 -1.3106 0.9175
C27 0.2993 -5.2162 -0.5886
N4 -3.3006 1.1577 -2.5130
O3 0.7935 -0.8189 4.2481
H34 -3.5816 -3.8751 2.8127
H35 3.3339 -0.8435 3.9357
H36 -2.4105 1.7974 3.7470
H37 1.3164 4.8313 5.5351
N5 -1.2835 4.0548 -6.3307
N6 -1.0825 2.4710 -4.6016
S2 0.6993 4.4202 -4.6417
C28 -2.0439 -2.5023 2.4066
C29 4.4490 -1.1879 2.0005
C30 0.8427 4.6780 4.5323
H38 -1.0421 3.5153 -7.1855
H39 -0.5749 -6.6921 -2.7720
N7 -0.2826 -0.8786 2.1072
C31 -3.3439 -2.7866 2.8609
C32 0.0051 5.6684 4.0506
C33 2.9905 -1.8300 0.1715
H40 -3.5761 -1.0264 -3.9768
C34 3.1737 -3.1910 -4.1675
O4 3.9955 -3.1602 -1.4717
C35 -3.7310 -0.4652 3.3796

Summary:
LUMO level (spin up / spin down): 2.5 / 2.5 eV
Energy above the lowest of the compared OMol25 structures with the same formula, charge and spin: 116.0 kcal per mole
Spin multiplicity: 1
E_tot: -368275.587 eV
Gap between HOMO and LUMO (spin up / spin down): 4.00 / 3.92 eV
Net charge: -2
HOMO level (spin up / spin down): -1.5 / -1.4 eV

Record 3
A structure of composition C6H12N3O at a distorted geometry. Source: OMol25; level of theory: ωB97M-V/def2-TZVPD.

Positions of all 22 atoms, in Å:
N1 -0.1297 -0.9247 -1.4288
H1 0.2907 0.1687 -0.7664
H2 0.9674 -1.5006 0.3257
N2 -1.8603 -0.6212 -3.0316
H3 -2.4622 -1.1237 -3.7259
H4 2.7652 0.9044 0.6334
C1 -0.7019 -2.7966 -0.4539
H5 -2.3584 -3.0537 -1.4366
H6 0.7120 3.0108 -0.4447
C2 2.2829 0.9885 1.5826
C3 0.1554 -1.7107 -0.3694
H7 -1.1428 -0.0891 -3.5291
C4 -1.1272 -1.4094 -2.0988
N3 -1.5466 -2.5956 -1.5417
H8 0.7434 2.4929 1.5045
H9 2.8399 1.7613 2.2170
O1 0.5137 2.1398 -1.0034
H10 0.0154 0.8495 1.8064
C5 0.7249 1.4918 1.2635
H11 2.2586 -0.0322 1.9889
C6 0.4561 1.1618 -0.1797
H12 -0.8633 -3.7443 0.1392

Summary:
LUMO level: -4.3 eV
Energy above the lowest of the compared OMol25 structures with the same formula, charge and spin: 102.6 kcal per mole
Spin multiplicity: 1
E_tot: -12925.069 eV
Gap between HOMO and LUMO: 7.62 eV
Net charge: +1
HOMO level: -11.9 eV

Record 4
An isolated molecule of C22H18N2O2S at a distorted geometry. Source: OMol25; level of theory: ωB97M-V/def2-TZVPD.

Positions of all 45 atoms, in Å:
H1 -0.6770 1.2491 -1.4811
C1 -0.0868 -2.5015 -0.8507
H2 1.0842 2.8542 1.7455
C2 -3.2228 -5.0265 3.4140
C3 -0.5062 0.1976 -1.3042
H3 2.1944 0.4274 -2.7873
H4 -0.2547 1.3107 -4.1887
C4 -2.7280 -4.0506 2.5662
C5 -4.6045 -3.3359 4.4498
H5 1.0908 4.5933 1.3308
C6 -1.2041 -0.4443 -0.3022
H6 3.4126 2.4856 -3.8973
C7 3.2941 2.7118 -2.8482
C8 2.9708 3.3318 -0.1489
C9 2.0235 2.8246 -2.3013
H7 -4.4497 -1.3354 3.6737
H8 0.8565 3.2434 -0.5708
C10 0.4051 -0.4968 -2.0911
H9 0.0765 -3.5550 -0.6756
C11 0.8083 2.6603 -3.1603
H10 -4.5641 -5.3999 5.0254
C12 1.8574 3.1431 -0.9595
C13 -4.1637 -4.6553 4.3542
C14 -1.7510 -2.4581 0.9860
C15 -1.0033 -1.8052 -0.0630
H11 -5.3413 -3.0791 5.1960
C16 -3.1670 -2.7085 2.6524
S1 -1.5557 -4.2004 1.2968
C17 4.2473 3.2114 -0.7029
H12 -1.9152 0.0883 0.3092
N1 0.5979 1.4121 -3.6528
H13 1.3237 -0.4907 -4.0259
H14 1.8723 4.0286 2.8279
N2 -2.5928 -1.8680 1.7529
H15 1.3126 -2.4007 -2.4566
O1 2.9238 3.6305 1.1755
C18 0.6056 -1.8522 -1.8511
C19 -4.1166 -2.3589 3.6100
C20 1.6649 3.7815 1.7880
C21 4.4022 2.9123 -2.0400
H16 -2.8795 -6.0465 3.3369
O2 0.0659 3.5812 -3.4332
C22 1.1992 0.1920 -3.1787
H17 5.3942 2.8328 -2.4587
H18 5.0999 3.3660 -0.0608

Summary:
SMILES: COc1cccc(C(=O)NCc2ccc(-c3nc4ccccc4s3)cc2)c1
LUMO level: -0.1 eV
Spin multiplicity: 1
E_tot: -41017.484 eV
Gap between HOMO and LUMO: 8.36 eV
Net charge: 0
HOMO level: -8.4 eV